*a*
This record from OMol25 describes C19H30N4O2 in the gas phase. The level of theory is wB97M-V/def2-TZVPD.

The calculation puts the LUMO energy at 0.846 eV. As for the SMILES: [H]/N=c1\n(CCN(CC)CC)c2ccccc2n1CC(=O)OCCCC. The calculation puts the highest occupied orbital energy at -7.393 eV.

Last column: Mulliken charge in e.
Element x y z (Å)
1 H 1.1217 -2.2024 -0.8945  0.218
2 N 0.2808 -1.6800 -0.6846  -0.676
3 C 0.4627 -0.6229 -0.0025  0.171
4 N 1.6115 -0.0304 0.5010  0.264
5 C 2.9410 -0.3982 0.1005  -1.640
6 C 3.2174 0.0810 -1.3388  -0.913
7 N 2.9639 1.5043 -1.4388  0.621
8 C 2.1579 1.8942 -2.5776  -0.702
9 C 2.8286 1.7620 -3.9505  -1.179
10 C 4.1441 2.3114 -1.1912  -0.783
11 C 3.7995 3.7640 -0.8818  -1.423
12 C 1.2603 1.1301 1.1600  0.756
13 C 2.0154 2.0763 1.8225  -0.750
14 C 1.3459 3.1360 2.4213  -0.714
15 C -0.0342 3.2431 2.3635  -0.764
16 C -0.8033 2.2928 1.7042  -0.879
17 C -0.1437 1.2370 1.1086  0.999
18 N -0.6010 0.1622 0.3827  0.334
19 C -1.9458 -0.2464 0.1069  -0.440
20 C -2.1014 -1.7220 0.4845  0.445
21 O -1.7313 -2.1895 1.5275  -0.598
22 O -2.7443 -2.3824 -0.4691  -0.332
23 C -2.9465 -3.7811 -0.2638  -0.668
24 C -4.1404 -4.0885 0.6396  -0.488
25 C -5.4977 -3.8181 -0.0104  -0.452
26 C -5.7710 -2.3363 -0.2393  -1.027
27 H 3.0511 -1.4865 0.1577  0.450
28 H 3.6436 0.0568 0.7994  0.484
29 H 2.5350 -0.4507 -2.0056  0.644
30 H 4.2468 -0.1894 -1.6194  0.360
31 H 1.2551 1.2762 -2.5567  0.330
32 H 1.8450 2.9288 -2.4241  0.468
33 H 3.6779 2.4355 -4.0346  0.269
34 H 3.1754 0.7437 -4.1135  0.276
35 H 2.1154 2.0125 -4.7314  0.435
36 H 4.6434 1.8814 -0.3188  0.442
37 H 4.8613 2.2692 -2.0302  0.495
38 H 3.4900 4.2990 -1.7755  0.350
39 H 4.6723 4.2670 -0.4724  0.415
40 H 2.9946 3.8023 -0.1522  0.319
41 H 3.0898 2.0059 1.8782  0.342
42 H 1.9156 3.8908 2.9424  0.411
43 H -0.5235 4.0793 2.8396  0.391
44 H -1.8779 2.3825 1.6649  0.386
45 H -2.6335 0.3496 0.7107  0.318
46 H -2.1836 -0.1322 -0.9559  0.141
47 H -2.0347 -4.1941 0.1792  0.353
48 H -3.0948 -4.1961 -1.2628  0.414
49 H -4.0798 -5.1447 0.9092  0.349
50 H -4.0427 -3.5038 1.5559  0.290
51 H -6.2757 -4.2271 0.6387  0.313
52 H -5.5504 -4.3489 -0.9638  0.289
53 H -5.0491 -1.9148 -0.9329  0.221
54 H -6.7687 -2.1963 -0.6499  0.393
55 H -5.7067 -1.7901 0.6997  0.275



*b*
This record from OMol25 describes C19H30N4O2 in the gas phase. The level of theory is wB97M-V/def2-TZVPD.

The calculation puts the LUMO energy at 0.729 eV. As for the SMILES: CCCCN(CC)CCCNC(=O)C[C@@H]1Nc2ccccc2NC1=O. The calculation puts the highest occupied orbital energy at -7.788 eV.

Last column: Mulliken charge in e.
Element x y z (Å)
1 C -0.0316 -1.9083 -2.7099  -0.717
2 C 1.3958 -1.5704 -3.1232  -0.880
3 C 2.0792 -0.5880 -2.1722  -0.237
4 C 2.4124 -1.1985 -0.8082  -0.253
5 N 3.2821 -0.3224 -0.0443  0.279
6 C 4.1427 -1.0077 0.8978  -0.794
7 C 3.4267 -1.7794 2.0126  -0.942
8 C 2.6169 0.8559 0.4852  -0.066
9 C 3.0555 2.1232 -0.2665  -0.563
10 C 2.0717 3.2780 -0.0658  -0.890
11 N 0.7675 2.9386 -0.5931  -0.140
12 C -0.2596 2.5819 0.2071  0.371
13 O -0.2537 2.7665 1.4080  -0.713
14 C -1.4097 1.9140 -0.5382  -0.072
15 C -2.5138 1.4308 0.4327  0.081
16 N -1.9992 0.6117 1.5017  -0.321
17 C -1.6470 -0.6873 1.2260  0.317
18 C -0.6786 -1.3792 1.9466  -0.470
19 C -0.4331 -2.7156 1.6850  -0.660
20 C -1.1459 -3.3814 0.7023  -0.642
21 C -2.1158 -2.7063 -0.0238  -0.654
22 C -2.3653 -1.3701 0.2316  0.488
23 N -3.3499 -0.6637 -0.4668  -0.052
24 C -3.5491 0.6720 -0.3964  -0.128
25 O -4.4410 1.2271 -1.0019  -0.671
26 H -0.0538 -2.3837 -1.7333  0.034
27 H -0.6425 -1.0078 -2.6673  0.156
28 H -0.4821 -2.5872 -3.4303  0.457
29 H 1.3789 -1.1325 -4.1246  0.326
30 H 1.9845 -2.4885 -3.1760  0.385
31 H 1.4341 0.2826 -2.0382  -0.285
32 H 3.0152 -0.2494 -2.6211  0.397
33 H 1.4803 -1.4300 -0.2659  -0.110
34 H 2.9484 -2.1360 -0.9747  0.637
35 H 4.8031 -0.2566 1.3393  0.388
36 H 4.7676 -1.7013 0.3266  0.443
37 H 4.1578 -2.2128 2.6903  0.484
38 H 2.7762 -1.1194 2.5818  0.235
39 H 2.8225 -2.5806 1.5948  0.179
40 H 1.5298 0.7389 0.4019  -0.457
41 H 2.8421 0.9855 1.5472  0.516
42 H 3.1341 1.8938 -1.3298  0.238
43 H 4.0434 2.4291 0.0771  0.330
44 H 2.4381 4.1804 -0.5633  0.397
45 H 1.9333 3.4863 0.9971  0.359
46 H 0.7253 2.7121 -1.5750  0.298
47 H -1.8420 2.6101 -1.2589  0.584
48 H -1.0082 1.0543 -1.0850  -0.392
49 H -2.9952 2.3087 0.8758  0.501
50 H -1.3775 1.1227 2.1168  0.375
51 H -0.1293 -0.8584 2.7168  0.382
52 H 0.3199 -3.2396 2.2543  0.463
53 H -0.9537 -4.4237 0.5005  0.388
54 H -2.6836 -3.2169 -0.7880  0.382
55 H -3.9830 -1.1914 -1.0542  0.239



Of the structures shown above, *b* is the most stable.